[1]
Density functional theory data (ωB97M-V/def2-TZVPD) for a cluster of 2 separate species, C2H3ClSi in total at a distorted geometry.

Results
Frontier orbital gap (eV): 7.415
Net charge: 0
HOMO level (eV): -8.5
Largest force on an atom (eV Å⁻¹): 3.72
Lowest unoccupied orbital energy (eV): -1.063

Last column: natural (NBO) charge in e.
Cartesian coordinates (Å):
C -0.54 0.28 -0.36  -0.98
C 0.82 1.61 -1.63  0.07
Si -0.42 -0.92 0.90  0.93
Cl 2.32 1.48 -1.05  0.10
H -1.52 -1.77 1.35  -0.16
H 0.77 -1.20 1.70  -0.16
H -1.43 0.51 -0.93  0.20

=====

[2]
Density functional theory data (ωB97M-V/def2-TZVPD) for an isolated molecule of C6H10 at a distorted geometry.

Results
Frontier orbital gap (eV): 10.514
Net charge: 0
HOMO level (eV): -9.4
Largest force on an atom (eV Å⁻¹): 1.43
Lowest unoccupied orbital energy (eV): 1.096
SMILES string: C#CCC(C)C

Last column: natural (NBO) charge in e.
Cartesian coordinates (Å):
C -0.43 0.09 -1.39  -0.62
C -0.74 0.09 0.13  -0.16
C -0.75 -1.42 0.53  -0.63
C 0.22 1.08 1.20  -0.50
C 1.48 0.94 0.51  0.01
C 2.21 0.63 -0.39  -0.29
H -1.39 -0.34 -1.70  0.21
H 0.35 -0.59 -1.77  0.21
H -0.31 1.07 -1.86  0.22
H -1.73 0.54 0.20  0.20
H -0.41 -1.48 1.56  0.21
H -1.73 -1.93 0.48  0.22
H -0.07 -2.02 -0.08  0.21
H -0.01 2.17 1.32  0.23
H 0.26 0.71 2.25  0.23
H 3.05 0.46 -1.00  0.23

=====

[3]
Density functional theory data (ωB97M-V/def2-TZVPD) for a cluster of 2 separate species, H4OSSi in total.

Results
Frontier orbital gap (eV): 8.972
Net charge: 0
HOMO level (eV): -9.5
Largest force on an atom (eV Å⁻¹): 0.74
Lowest unoccupied orbital energy (eV): -0.483
SMILES string: O=[SiH2].S

Last column: natural (NBO) charge in e.
Cartesian coordinates (Å):
O -0.23 0.14 1.67  -1.12
Si -1.38 0.63 0.85  1.61
S 1.85 -1.35 -0.72  -0.26
H 0.96 -0.48 -1.17  0.12
H -1.27 1.14 -0.52  -0.25
H -2.78 0.67 1.26  -0.24
H 2.84 -0.74 -1.37  0.14

=====

[4]
Density functional theory data (ωB97M-V/def2-TZVPD) for an isolated molecule of C21H24N2O4.

Results
Frontier orbital gap (eV): 7.050
Net charge: 0
HOMO level (eV): -8.0
Largest force on an atom (eV Å⁻¹): 0.83
Lowest unoccupied orbital energy (eV): -0.969
SMILES string: O=C1c2ccccc2C(=O)c2c(NCCCN(CCO)CCO)cccc21

Last column: natural (NBO) charge in e.
Cartesian coordinates (Å):
O -5.29 -1.67 -1.02  -0.52
C -4.33 -1.06 -0.56  0.54
C -4.41 0.37 -0.22  -0.14
C -5.57 1.08 -0.53  -0.15
C -5.67 2.43 -0.23  -0.20
C -4.61 3.08 0.37  -0.19
C -3.45 2.39 0.68  -0.18
C -3.34 1.03 0.39  -0.04
C -2.09 0.33 0.74  0.52
O -1.20 0.94 1.35  -0.61
C -1.97 -1.06 0.34  -0.15
C -3.03 -1.72 -0.31  -0.09
C -2.90 -3.03 -0.75  -0.21
C -1.70 -3.71 -0.57  -0.15
C -0.65 -3.10 0.06  -0.27
C -0.75 -1.77 0.55  0.25
N 0.26 -1.19 1.20  -0.60
C 1.60 -1.70 1.32  -0.22
C 2.52 -0.65 1.94  -0.41
H 3.52 -1.08 2.05  0.21
H 2.16 -0.40 2.94  0.22
C 2.58 0.65 1.13  -0.22
N 2.79 0.42 -0.29  -0.48
C 4.10 -0.08 -0.64  -0.24
H 4.08 -0.36 -1.70  0.21
C 5.28 0.90 -0.44  -0.08
O 6.47 0.39 -0.99  -0.71
H 6.67 -0.45 -0.57  0.46
H 5.41 1.12 0.63  0.15
H 5.09 1.84 -0.97  0.18
H 4.29 -0.98 -0.06  0.18
C 2.34 1.54 -1.12  -0.24
H 2.82 1.44 -2.10  0.20
C 0.82 1.48 -1.32  -0.07
H 0.51 2.22 -2.06  0.18
O 0.43 0.22 -1.81  -0.72
H 0.92 -0.43 -1.29  0.48
H 0.30 1.69 -0.38  0.17
H 2.62 2.52 -0.69  0.18
H 1.63 1.18 1.23  0.21
H 3.35 1.31 1.56  0.18
H 1.99 -1.98 0.33  0.19
H 1.61 -2.60 1.95  0.19
H 0.08 -0.24 1.50  0.44
H 0.28 -3.63 0.21  0.22
H -1.60 -4.72 -0.92  0.22
H -3.74 -3.50 -1.23  0.24
H -2.62 2.88 1.15  0.23
H -4.68 4.14 0.60  0.22
H -6.58 2.97 -0.47  0.22
H -6.39 0.55 -0.99  0.24

=====

[5]
Density functional theory data (ωB97M-V/def2-TZVPD) for a cluster of 2 separate species, C12H16N2O in total at a distorted geometry.

Results
Frontier orbital gap (eV): 9.010
Net charge: 0
HOMO level (eV): -8.1
Largest force on an atom (eV Å⁻¹): 5.72
Lowest unoccupied orbital energy (eV): 0.915
SMILES string: CCc1c[nH]cn1.Cc1ccc(O)cc1

Last column: natural (NBO) charge in e.
Cartesian coordinates (Å):
C -0.28 -2.26 1.82  -0.44
C -1.47 -3.27 2.13  -0.61
C 0.65 -2.75 0.75  0.09
C 1.05 -4.07 0.30  -0.13
C 2.16 -2.43 -0.84  0.16
N 1.40 -1.70 0.07  -0.45
N 2.00 -3.83 -0.71  -0.53
H -0.70 -1.21 1.51  0.23
H 0.29 -1.93 2.80  0.23
H -0.96 -4.30 2.60  0.18
H 0.75 -5.04 0.65  0.23
H 2.98 -1.99 -1.43  0.21
H 2.24 -4.44 -1.41  0.41
H -1.91 -3.69 1.21  0.21
H -2.27 -3.14 2.81  0.22
C -3.31 3.52 -0.06  -0.63
C -0.37 1.21 -0.60  -0.28
C 0.63 2.12 -0.73  0.30
C -1.63 1.68 -0.33  -0.17
C -1.90 3.13 -0.32  -0.06
C 0.46 3.47 -0.61  -0.29
C -0.87 4.01 -0.55  -0.19
O 1.98 1.79 -0.92  -0.69
H -0.19 0.12 -0.51  0.26
H -2.54 1.11 -0.21  0.21
H 1.24 4.13 -0.99  0.20
H 2.56 2.53 -0.58  0.48
H -3.48 3.53 1.09  0.22
H -4.04 2.86 -0.54  0.22
H -0.89 5.11 -0.59  0.21
H -3.51 4.57 -0.37  0.22

=====

[6]
Density functional theory data (ωB97M-V/def2-TZVPD) for an isolated molecule of C5H10FN at a distorted geometry.

Results
Frontier orbital gap (eV): 10.278
Net charge: 0
HOMO level (eV): -9.3
Largest force on an atom (eV Å⁻¹): 4.37
Lowest unoccupied orbital energy (eV): 1.028
SMILES string: [H]/N=C(/CF)C(C)C

Last column: natural (NBO) charge in e.
Cartesian coordinates (Å):
C 0.93 0.42 1.06  0.31
C 0.50 -0.53 -1.42  -0.63
C -1.47 0.46 -0.20  -0.62
C 0.68 0.04 2.48  -0.02
C -0.22 -0.39 -0.10  -0.23
N 1.87 1.15 0.73  -0.63
F -0.66 0.01 2.78  -0.36
H 0.65 0.44 -1.89  0.20
H -0.09 -1.14 -2.10  0.22
H 1.47 -1.01 -1.29  0.22
H -1.98 0.52 0.76  0.23
H -1.23 1.47 -0.53  0.21
H -2.16 0.02 -0.92  0.21
H 1.15 0.75 3.17  0.19
H 1.06 -0.98 2.66  0.18
H -0.42 -1.35 0.36  0.20
H 1.99 1.32 -0.26  0.35

=====

[7]
Density functional theory data (ωB97M-V/def2-TZVPD) for an isolated molecule of C3H8N4O2 at a distorted geometry.

Results
Frontier orbital gap (eV): 8.474
Net charge: 0
HOMO level (eV): -8.0
Largest force on an atom (eV Å⁻¹): 3.71
Lowest unoccupied orbital energy (eV): 0.446
SMILES string: CN(C(=O)O)/C(N)=N/N

Last column: natural (NBO) charge in e.
Cartesian coordinates (Å):
C 1.54 1.13 -0.19  -0.43
N -1.38 -1.04 0.11  -0.37
C -0.88 1.69 -0.16  0.89
C -0.15 -0.62 -0.01  0.54
N -1.54 -2.40 0.14  -0.70
N 0.88 -1.53 -0.05  -0.85
O -0.51 2.96 0.18  -0.68
N 0.14 0.75 -0.08  -0.49
O -2.03 1.51 -0.54  -0.55
H 0.32 3.00 0.68  0.48
H -2.43 -2.59 0.60  0.37
H -1.72 -2.70 -0.83  0.35
H 0.43 -2.44 0.12  0.41
H 1.58 -1.37 0.66  0.37
H 2.03 0.95 0.78  0.19
H 2.04 0.53 -0.95  0.23
H 1.68 2.18 -0.47  0.22